{"formula": "C25H57MnN8O11", "method": "ωB97M-V/def2-TZVPD", "relative_energy_kj_mol": 0.00, "s_squared": 8.7525, "homo_lumo_gap_ev": [7.95, 7.65], "multiplicity": 6, "total_charge": 1, "elements": ["Mn", "O", "C", "O", "O", "H", "C", "C", "O", "N", "C", "H", "H", "H", "H", "H", "H", "H", "C", "C", "O", "N", "C", "H", "H", "H", "H", "H", "H", "H", "C", "C", "O", "N", "C", "H", "H", "H", "H", "H", "H", "H", "C", "C", "O", "N", "C", "H", "H", "H", "H", "H", "H", "H", "C", "C", "O", "N", "C", "H", "H", "H", "H", "H", "H", "H", "C", "C", "O", "N", "C", "H", "H", "H", "H", "H", "H", "H", "C", "C", "O", "N", "C", "H", "H", "H", "H", "H", "H", "H", "C", "C", "O", "N", "C", "H", "H", "H", "H", "H", "H", "H"], "positions_angstrom": [[-3.125, -1.137, 1.150], [-0.116, 0.199, -1.250], [-1.073, -0.253, -0.392], [-2.089, -0.855, -0.774], [-0.990, -0.260, 0.844], [0.481, 0.640, -0.642], [-2.625, -3.706, 4.435], [-1.689, -2.688, 3.821], [-2.050, -1.819, 3.021], [-0.404, -2.836, 4.192], [0.596, -1.967, 3.560], [-2.065, -4.583, 4.760], [-3.417, -3.926, 3.720], [-3.075, -3.275, 5.329], [-0.190, -3.699, 4.671], [1.512, -2.282, 4.059], [0.435, -0.913, 3.786], [0.667, -2.046, 2.475], [-1.667, 0.155, -4.093], [-0.657, -0.787, -4.770], [-0.824, -1.178, -5.887], [0.455, -1.078, -4.026], [1.625, -1.780, -4.529], [-1.111, 0.728, -3.350], [-2.447, -0.399, -3.571], [-2.120, 0.849, -4.800], [0.405, -0.829, -3.049], [2.028, -1.181, -5.346], [1.246, -2.707, -4.960], [2.412, -2.075, -3.836], [-5.122, -2.221, -2.170], [-5.606, -1.400, -0.986], [-4.865, -0.903, -0.164], [-6.921, -1.240, -0.917], [-7.695, -0.398, -0.039], [-5.049, -3.302, -2.050], [-4.135, -1.875, -2.477], [-5.822, -2.028, -2.983], [-7.469, -1.586, -1.692], [-7.070, 0.221, 0.605], [-8.261, -1.052, 0.624], [-8.443, 0.211, -0.547], [3.634, -0.340, 5.221], [3.609, 0.152, 3.766], [4.440, -0.314, 2.999], [2.628, 1.037, 3.425], [2.396, 1.508, 2.118], [3.760, -1.423, 5.220], [2.730, -0.121, 5.789], [4.509, 0.126, 5.675], [2.023, 1.381, 4.157], [2.376, 2.590, 2.243], [1.408, 1.274, 1.721], [3.278, 1.393, 1.489], [2.558, -1.653, 0.092], [3.185, -2.950, 0.613], [2.884, -4.016, 0.105], [3.942, -2.856, 1.702], [4.338, -3.950, 2.598], [1.567, -1.726, -0.355], [3.363, -1.459, -0.616], [2.506, -0.891, 0.870], [4.325, -1.977, 2.020], [4.082, -3.767, 3.642], [5.400, -4.197, 2.596], [3.864, -4.872, 2.259], [-5.309, 2.253, 1.543], [-3.826, 2.018, 1.738], [-3.456, 0.830, 1.794], [-2.999, 3.041, 1.881], [-1.565, 3.016, 2.002], [-5.842, 1.677, 2.300], [-5.571, 2.092, 0.497], [-5.525, 3.312, 1.680], [-3.393, 3.970, 1.851], [-1.002, 2.090, 1.892], [-1.321, 3.246, 3.040], [-0.981, 3.740, 1.434], [2.558, 4.519, -0.554], [1.266, 3.743, -0.777], [1.291, 2.494, -0.577], [0.207, 4.375, -1.274], [-1.032, 3.777, -1.693], [2.592, 5.235, -1.376], [3.425, 3.859, -0.531], [2.506, 5.152, 0.333], [0.197, 5.382, -1.190], [-1.136, 4.170, -2.704], [-1.899, 3.903, -1.045], [-1.008, 2.689, -1.751], [3.180, 0.764, -2.500], [4.209, 0.293, -3.532], [4.969, -0.625, -3.258], [4.182, 0.968, -4.686], [5.005, 0.644, -5.874], [2.445, -0.015, -2.301], [2.693, 1.692, -2.800], [3.588, 0.827, -1.492], [3.513, 1.722, -4.743], [4.348, 0.031, -6.490], [5.760, -0.086, -5.581], [5.458, 1.510, -6.357]], "forces_ev_per_angstrom": [[1.5159, 1.1971, -0.6690], [-1.6099, -0.5748, 1.2650], [-0.4845, -1.8523, 0.4871], [-1.9851, -0.6917, -3.2474], [2.4944, 1.8231, 2.3018], [0.9401, 0.8319, -0.1223], [0.0224, 0.5286, -0.0430], [0.3496, -1.3546, 0.5072], [-0.6163, 0.3465, -0.5868], [-1.2908, 1.0268, -1.2375], [0.7800, -0.4447, 0.9664], [-0.2896, -0.1375, -0.2230], [0.1015, -0.2604, 0.1567], [-0.1050, 0.0890, -0.0240], [0.4346, 0.3971, -0.0627], [0.3560, 0.2966, -0.4957], [-0.2856, -0.1375, 0.1539], [-0.1457, -0.3678, 0.0744], [0.7002, -0.0620, 0.4126], [0.1767, 0.6897, 1.3121], [-0.0743, -0.6672, -1.7738], [-0.1099, 0.4729, 1.2420], [-0.9701, -0.5410, -1.1794], [-0.2951, 0.1010, 0.0973], [0.0457, -0.0565, -0.0518], [0.1152, -0.3152, -0.1975], [0.1346, 0.0936, -0.1931], [0.3366, -0.1508, -0.0084], [0.2870, -0.1391, -0.2713], [-0.3919, 0.5886, 0.4530], [-0.0047, 0.5275, -0.3726], [-0.5970, -1.3826, -1.3395], [1.4207, 0.5323, 2.1712], [-1.1124, 0.3621, -1.1139], [-0.1921, -0.2590, 1.2954], [-0.1963, 0.0885, 0.5052], [-0.0234, 0.0971, 0.1594], [0.1447, -0.1808, -0.1963], [0.3036, -0.2000, 0.0299], [0.0976, -0.0499, -0.3362], [-0.0919, 0.0398, 0.1804], [0.3808, 0.0304, -0.3530], [-0.1997, 0.4436, -0.5181], [-0.2753, -0.8088, 0.6999], [-0.3794, 0.6553, -0.3041], [0.5984, -1.4970, 1.5164], [0.1586, 2.3163, -0.4639], [0.1902, 0.1074, -0.1156], [0.0600, 0.2505, 0.0271], [-0.0837, -0.1446, 0.2420], [0.2349, -0.2130, -0.0511], [-0.2174, 0.4453, -0.3613], [0.3527, -0.6750, -0.3554], [-0.4505, -0.7702, -0.2026], [1.3411, -0.2231, 0.4764], [-2.4364, -0.7633, -0.0837], [0.0660, -0.3221, -0.1521], [1.6412, 0.1171, 2.2022], [-0.0808, -0.7511, -0.9821], [0.3647, -0.6163, -0.1828], [-0.4665, 1.0474, -0.5836], [0.3295, 0.0918, -0.1110], [-0.4777, 0.3723, -0.3099], [-0.2921, 0.3038, -0.0768], [0.1921, 0.4199, -0.2694], [-0.2597, 0.1259, 0.0555], [0.7339, 1.5272, 0.1510], [-0.6533, -1.5429, -0.0747], [0.3328, 0.3502, 0.1699], [0.0456, 0.5767, -0.8816], [1.8338, -0.1822, 1.6292], [-0.1354, -0.1317, -0.4801], [-0.0766, -0.6953, 0.1885], [-0.1933, 0.0726, 0.2953], [-0.1484, -0.2097, 0.0093], [-1.0595, -0.5752, -0.6437], [-0.0649, 0.3129, 0.2496], [-0.7843, 0.2373, -0.5008], [-1.0548, 0.7205, -0.4359], [1.5851, -3.5300, 0.8910], [-0.4980, 2.2863, -0.3035], [-0.2488, 0.7850, 0.9693], [-0.1684, -0.7957, -0.7614], [0.5663, -0.0073, -0.1446], [-0.2937, 0.0875, -0.0135], [0.0305, -0.2469, 0.2647], [0.1747, -0.0727, -0.2846], [-0.9699, -0.1808, 0.0635], [0.0602, 0.8816, 0.0574], [0.8232, 0.0180, -0.1543], [0.0197, -0.2492, 0.0374], [-0.0667, -0.5115, 1.7083], [-0.1064, 0.1307, -0.4832], [0.5305, 0.8496, -0.9779], [-0.8297, -1.1544, 0.9644], [-0.2455, -0.0202, -0.6862], [-0.1245, -0.0709, 0.2478], [0.5867, 0.5220, -0.2439], [0.1840, -0.2290, -0.2021], [0.1282, 0.4969, -0.7923], [0.2289, 0.4095, 0.3208], [-0.3186, -0.1058, 0.0784]], "mulliken_spin": [4.838, 0.012, -0.035, 0.068, 0.023, 0.001, 0.000, 0.013, 0.017, 0.004, -0.002, 0.000, 0.000, 0.000, 0.000, 0.001, -0.001, 0.002, 0.000, 0.000, 0.000, -0.001, 0.000, -0.002, 0.000, 0.000, -0.001, 0.000, 0.000, 0.000, 0.003, 0.001, 0.020, 0.004, 0.000, 0.001, -0.003, 0.000, 0.000, 0.000, 0.000, 0.000, 0.000, 0.000, 0.000, 0.000, 0.002, 0.000, 0.000, 0.000, 0.000, 0.000, 0.000, 0.000, 0.001, 0.000, 0.000, 0.000, 0.000, 0.000, 0.000, -0.001, 0.000, 0.000, 0.000, 0.000, -0.002, 0.005, 0.022, 0.007, 0.005, 0.000, 0.001, 0.000, 0.000, -0.005, 0.000, 0.000, 0.000, 0.000, 0.001, 0.000, 0.000, 0.000, 0.000, 0.000, 0.000, 0.000, 0.000, 0.000, 0.000, 0.000, 0.000, 0.000, 0.000, 0.000, 0.000, 0.000, 0.000, 0.000, 0.000, 0.000]}

=====

{"formula": "C25H58Cu2N4O15P2", "method": "ωB97M-V/def2-TZVPD", "s_squared": 0.7617, "homo_lumo_gap_ev": [6.94, 5.11], "multiplicity": 2, "total_charge": 1, "elements": ["Cu", "Cu", "C", "O", "O", "O", "C", "O", "N", "C", "C", "H", "H", "H", "H", "H", "H", "H", "C", "O", "N", "C", "C", "H", "H", "H", "H", "H", "H", "H", "C", "O", "N", "C", "C", "H", "H", "H", "H", "H", "H", "H", "C", "O", "N", "C", "C", "H", "H", "H", "H", "H", "H", "H", "C", "C", "O", "P", "O", "O", "C", "C", "O", "C", "C", "H", "H", "H", "H", "H", "H", "H", "H", "H", "H", "H", "H", "H", "H", "H", "C", "C", "O", "P", "O", "O", "C", "C", "O", "C", "C", "H", "H", "H", "H", "H", "H", "H", "H", "H", "H", "H", "H", "H", "H", "H"], "positions_angstrom": [[15.762, -6.881, -8.714], [15.798, -7.512, -3.930], [14.611, -7.996, -6.315], [15.845, -7.602, -6.372], [13.979, -7.643, -7.389], [14.057, -8.430, -5.322], [13.488, -13.317, -6.064], [13.453, -14.368, -6.709], [14.405, -12.902, -5.231], [14.375, -11.461, -4.793], [15.363, -13.799, -4.687], [12.704, -12.545, -6.111], [15.401, -11.184, -4.552], [13.822, -11.336, -3.862], [13.839, -10.935, -5.584], [16.107, -14.191, -5.381], [15.908, -13.244, -3.924], [14.806, -14.633, -4.259], [11.231, -9.871, -7.871], [10.755, -10.938, -7.605], [10.899, -9.276, -9.012], [11.561, -8.065, -9.494], [9.939, -9.925, -9.917], [11.922, -9.239, -7.290], [12.150, -7.505, -8.768], [10.811, -7.352, -9.836], [12.179, -8.307, -10.359], [8.968, -9.465, -9.736], [10.304, -9.860, -10.942], [9.886, -11.007, -9.794], [11.078, -5.167, -5.879], [9.947, -4.798, -6.269], [11.762, -4.526, -4.890], [13.103, -4.986, -4.436], [11.328, -3.298, -4.178], [11.657, -6.032, -6.238], [13.445, -5.996, -4.664], [13.144, -4.993, -3.346], [13.837, -4.244, -4.750], [10.484, -2.765, -4.615], [11.195, -3.578, -3.133], [12.020, -2.470, -4.333], [14.999, -9.881, -9.677], [15.677, -8.933, -10.164], [14.129, -10.597, -10.429], [13.589, -11.803, -9.828], [13.593, -10.362, -11.804], [14.968, -10.138, -8.607], [12.575, -11.672, -9.450], [14.104, -12.154, -8.934], [13.452, -12.755, -10.339], [12.512, -10.233, -11.753], [14.179, -9.618, -12.343], [13.729, -11.273, -12.386], [17.964, -11.376, -6.541], [18.999, -11.618, -5.492], [19.745, -10.437, -5.035], [19.046, -9.371, -4.028], [17.522, -9.314, -4.156], [19.696, -9.692, -2.585], [19.170, -10.660, -1.642], [18.309, -9.873, -0.573], [19.772, -8.019, -4.509], [19.332, -7.435, -5.679], [20.538, -7.079, -6.566], [17.008, -10.943, -6.246], [18.299, -10.853, -7.437], [17.722, -12.288, -7.085], [18.582, -12.100, -4.607], [19.642, -12.316, -6.029], [18.456, -11.370, -2.060], [19.921, -11.151, -1.022], [17.585, -9.243, -1.090], [17.700, -10.570, 0.003], [18.833, -9.306, 0.196], [18.782, -8.154, -6.287], [18.700, -6.551, -5.587], [20.630, -7.519, -7.559], [20.754, -6.011, -6.533], [21.404, -7.455, -6.021], [14.931, -6.578, -12.695], [13.807, -6.335, -11.719], [13.808, -4.911, -11.651], [14.888, -4.175, -10.636], [15.928, -4.989, -9.957], [15.542, -2.948, -11.482], [14.837, -2.275, -12.530], [15.820, -1.500, -13.424], [13.968, -3.380, -9.621], [13.117, -4.051, -8.741], [11.714, -4.041, -9.282], [14.486, -7.072, -13.558], [15.243, -5.622, -13.117], [15.756, -7.231, -12.410], [12.906, -6.660, -12.238], [13.929, -6.802, -10.742], [14.305, -2.935, -13.214], [14.153, -1.556, -12.078], [15.262, -1.350, -14.348], [16.244, -0.522, -13.196], [16.552, -2.247, -13.733], [13.360, -5.089, -8.516], [13.211, -3.534, -7.786], [11.042, -4.878, -9.094], [11.077, -3.261, -8.866], [11.810, -4.131, -10.364]], "forces_ev_per_angstrom": [[-0.5935, -0.2908, 0.2196], [0.2787, -1.2952, -1.0588], [0.4614, 2.1822, -1.0585], [0.0786, -0.1034, -0.2844], [0.6253, -0.3580, -0.7060], [0.0314, -0.4394, 1.5417], [-1.7689, -0.7704, -1.9660], [0.2641, 0.8704, 1.0065], [1.1207, 1.9883, 1.0141], [-0.2785, -1.9102, 0.0656], [0.5734, -0.3190, 0.6677], [-0.4244, -0.1668, -0.6481], [-0.0538, 0.4865, -0.6473], [-0.2363, -0.1097, 0.0701], [0.6006, 0.4405, 0.2473], [-0.1815, 0.0336, -0.3300], [-0.0052, -0.3163, 0.2456], [0.3925, -0.1952, 0.1857], [-0.1376, 0.6813, -0.5564], [0.1250, -1.5073, 1.6257], [0.4108, 0.9997, -1.4274], [-0.7420, 0.0523, -0.4096], [0.5568, -0.0048, 0.0707], [0.1527, -0.3523, 0.4471], [-0.0200, -0.6212, 0.3006], [-0.1811, -0.0038, -0.1252], [0.2026, 0.0132, -0.0161], [-0.1018, -0.1781, -0.5212], [-0.2830, 0.7302, -0.1477], [-0.0401, 0.1937, 0.7500], [-2.3400, 1.7156, 0.2859], [2.7617, -1.1547, 0.4580], [0.9679, -0.1554, 0.2632], [-0.4239, 0.8065, 0.3742], [-0.0138, -0.1521, -0.8962], [-0.3146, -0.1135, -0.2711], [-0.6288, -0.0650, -0.8734], [-0.3180, 0.2762, 0.2121], [0.2453, -0.1295, -0.1502], [-0.7129, -1.1640, 0.0423], [-0.1282, 0.5224, -0.0256], [0.9747, -0.4301, 0.4943], [-0.3275, 1.4456, -2.4731], [-0.9265, -0.4485, 1.5727], [0.0558, -1.0875, 0.1199], [-1.3859, -0.9228, 1.8997], [1.2716, -0.5070, 0.4749], [0.3893, -0.1639, -0.2710], [-0.2796, 0.5595, -0.0447], [0.5292, 0.5252, 0.0235], [0.7630, 0.4875, -1.3066], [0.1190, 0.5768, 0.0730], [-0.4263, 0.4044, 0.3630], [0.1360, -0.1858, 0.1697], [-1.2970, 0.3623, -1.3377], [-0.1347, -0.0924, -0.1386], [-1.2653, 0.2146, 0.2472], [-0.2420, -0.5144, -0.6791], [1.9001, 0.2691, 0.8476], [-0.4310, 0.2613, -1.4327], [-1.9724, 1.5918, 2.2456], [-0.2075, -0.5798, -0.5391], [-0.2367, -1.4136, 3.0166], [-0.0636, 0.1302, -3.7470], [1.2145, 0.3539, 1.3547], [0.2060, 0.1639, 0.3080], [0.5773, 0.7963, 0.3926], [-0.1051, -0.6989, 0.6871], [-0.0026, -0.1617, -0.1131], [0.9461, 0.3077, 0.8485], [0.4979, -0.0752, -0.5635], [0.6175, -0.0034, -1.0442], [0.1240, 0.2076, -0.0212], [0.0405, -0.3540, -0.1076], [0.4465, 0.1297, -0.5070], [-0.5073, -0.1285, 0.2780], [-0.0613, -0.1005, 0.7999], [-0.6069, 0.2318, 0.0359], [-0.3260, 0.0997, -0.5880], [0.1483, -0.3128, -0.0500], [0.2144, -1.5371, -1.4535], [1.0626, -0.0004, -1.0422], [0.6020, 1.7917, 2.6420], [-0.7434, 2.0333, -1.5963], [-0.5553, -1.1466, 0.0143], [-0.5700, -2.4973, 1.0907], [0.2243, 1.9371, -0.4907], [-0.5269, -1.1693, -0.9344], [1.2642, 0.0941, -1.0527], [-1.3957, -0.7399, 1.6528], [-1.2558, -0.3455, -0.2916], [0.1357, -0.2420, -0.2208], [0.4404, -0.1732, 0.2995], [0.0497, 0.3719, 0.4004], [-0.3834, 0.3277, 0.7201], [-0.1277, -0.0342, 0.0015], [-0.0247, -0.3738, 0.5162], [-0.2975, -0.2713, 0.1154], [-0.1461, 0.2416, -0.1260], [-0.0190, -0.4097, 0.8027], [0.5751, 0.3695, 0.1406], [0.7969, -0.2277, -0.3284], [-0.1458, 0.0627, 0.0059], [0.6690, -0.6937, 0.7239], [0.3932, 0.6680, -0.7300], [-0.3101, 0.9094, -0.1220]], "mulliken_spin": [0.108, -0.005, 0.028, 0.311, 0.480, 0.088, 0.000, 0.000, 0.000, 0.002, 0.000, 0.000, -0.001, 0.000, -0.002, 0.000, 0.000, 0.000, 0.000, 0.003, 0.001, -0.004, 0.000, -0.003, -0.005, 0.000, 0.001, 0.000, 0.000, 0.000, 0.002, 0.000, 0.000, 0.004, 0.000, -0.004, -0.006, 0.000, 0.000, 0.000, 0.000, 0.000, -0.007, -0.003, 0.001, 0.000, 0.000, 0.002, 0.000, 0.000, 0.000, 0.000, 0.000, 0.000, -0.001, 0.000, 0.000, -0.001, 0.005, 0.000, 0.000, 0.000, 0.000, 0.001, 0.000, 0.000, 0.000, 0.000, 0.000, 0.000, 0.000, 0.000, 0.000, 0.000, 0.000, -0.001, 0.001, 0.000, 0.000, 0.000, 0.000, 0.002, 0.000, -0.001, 0.003, 0.000, 0.000, 0.000, 0.000, 0.011, -0.001, 0.000, 0.000, 0.000, 0.000, -0.005, 0.000, 0.000, 0.000, 0.000, 0.000, -0.009, 0.001, 0.000, 0.000, 0.000]}

=====

Taking the records one at a time from the top gives molar mass values of 700.71 843.79 g/mol.